This record from the Open Molecules 2025 dataset describes a molecular structure, C25H14F6InO2P. The level of theory is ωB97M-V/def2-TZVPD.

Each line ends with the Mulliken charge.
Positions of all 49 atoms, in Å:
In (1.597, -1.633, 0.567)  1.280
O (0.067, -4.269, 0.688)  -0.561
C (0.006, -3.125, 0.309)  -0.015
C (-1.242, -2.634, -0.411)  0.250
C (-2.056, -3.578, -1.026)  -0.827
C (-3.167, -3.183, -1.750)  -0.595
C (-3.473, -1.830, -1.862)  -0.671
C (-2.675, -0.882, -1.246)  -0.317
C (-1.554, -1.273, -0.514)  0.362
P (-0.506, -0.040, 0.333)  0.732
C (-1.255, 0.243, 1.954)  -0.091
C (-2.589, -0.042, 2.231)  -0.085
C (-3.101, 0.211, 3.495)  -0.716
C (-2.284, 0.747, 4.480)  -0.448
C (-0.949, 1.020, 4.211)  -0.763
C (-0.431, 0.761, 2.954)  -0.239
C (-0.707, 1.487, -0.616)  0.228
C (-0.081, 1.568, -1.860)  -0.165
C (-0.221, 2.709, -2.629)  -0.778
C (-0.975, 3.778, -2.158)  -0.528
C (-1.590, 3.703, -0.919)  -0.672
C (-1.459, 2.557, -0.145)  -0.204
H (-1.790, -4.623, -0.926)  0.501
H (-3.792, -3.922, -2.232)  0.406
H (-4.336, -1.513, -2.432)  0.422
H (-2.916, 0.170, -1.339)  0.486
H (-3.224, -0.466, 1.463)  0.386
H (-4.137, -0.015, 3.712)  0.410
H (-2.686, 0.939, 5.466)  0.384
H (-0.308, 1.416, 4.987)  0.406
H (0.621, 0.934, 2.753)  0.426
H (0.516, 0.739, -2.225)  0.439
H (0.264, 2.770, -3.594)  0.424
H (-1.077, 4.672, -2.759)  0.377
H (-2.173, 4.536, -0.550)  0.415
H (-1.939, 2.500, 0.824)  0.367
F (5.249, 1.436, -2.514)  -0.355
C (4.818, 0.736, -1.484)  -0.230
C (5.055, 0.381, -0.086)  0.025
F (5.281, 0.668, 1.189)  -0.316
C (5.431, -0.672, -1.038)  0.603
F (6.697, -0.924, -1.384)  -0.316
C (4.361, -1.741, -1.057)  -0.111
O (4.497, -2.927, -1.118)  -0.579
C (3.039, -0.952, -0.929)  1.431
F (2.402, -1.018, -2.192)  -0.359
C (3.609, 0.419, -0.726)  0.212
F (2.824, 1.416, -0.240)  -0.300
F (2.364, -1.252, 2.344)  -0.725

Cartesian forces (eV/Å) of the 3 atoms listed first:
0.0 0.1 -0.1
0.0 0.0 0.0
-0.3 -0.1 -0.1

Values from the calculation:
Lowest unoccupied orbital energy   -0.0082 hartree
Kohn-Sham gap   8.25 eV
Charge   0
Electronic energy   -61010.60800 eV